[1]
125
Properties=species:S:1:pos:R:3 method="wB97M-V/def2-TZVPD" total_energy_ev=-107930.784 homo_energy_ev=-8.75 orbital_gap_ha=0.153 de_lowest_kcal_mol=34.08 charge=0
P 5.7879 0.6860 -1.8648
P -4.4661 3.3880 -0.3258
P -0.7971 -5.9460 -1.0008
F -0.9231 -0.5710 1.1182
F 1.3029 -0.7330 1.3862
F 0.2359 1.2150 1.7322
F -0.1271 -0.5680 3.1972
O -3.7001 2.9370 -1.6448
O 1.4959 2.6930 -2.8928
O 3.8529 -4.6920 1.9462
O -1.2551 -7.2500 -0.0118
O 5.7859 1.2990 -3.3288
O 0.1749 -4.9790 -0.1788
O 4.6809 1.2880 -0.8698
O -1.9961 -5.1330 -1.2888
O 7.1239 0.7130 -1.1508
O -2.6991 4.3610 5.3552
O -3.6221 4.2320 0.4332
O -5.8161 4.1120 -0.6658
O 4.1819 -1.2670 6.0562
O -4.6831 2.0690 0.5382
O 5.4549 -0.8810 -2.2618
O -3.7051 -3.7840 3.6632
O -0.2601 -6.6640 -2.2538
N 0.5619 2.1050 -3.4928
C 2.1519 -3.5650 3.4572
C -3.7621 1.1120 0.9002
C -3.8001 -2.7850 3.1062
C -1.7881 -6.9330 1.2682
C 4.9169 1.0260 5.7512
C -0.9191 1.5850 -1.5628
C -4.0551 3.5620 -2.8358
C -0.1811 -3.7730 0.3902
C 0.9649 -0.0350 -2.4018
C -4.0571 -2.5560 1.6142
C 4.5889 -2.6040 2.9572
C -3.6881 -1.5360 3.8572
C -0.9601 1.9840 -5.3838
C 6.4379 -1.8990 -1.9988
C 4.0879 0.4910 0.2102
C -1.9501 1.2230 -4.6068
C 4.6579 1.4650 -4.0528
C -1.1061 -7.0690 -3.3388
C -0.5011 4.0760 -4.0918
C -6.9271 4.2730 0.2542
C 3.9099 -0.1540 5.5612
C -1.9531 4.4030 4.3472
C -0.1181 1.0100 -2.8158
C 1.2689 3.2620 -5.4788
C -2.0441 5.3890 3.2472
C 2.6169 0.0560 4.8142
C 0.0439 2.8090 -4.5838
C -0.8951 3.2770 4.1232
C -1.1521 0.2660 -3.6788
C 3.6089 -3.6290 2.7172
B 0.0999 -0.1300 1.8592
H 5.0159 -2.6290 3.8542
H -0.3691 -3.0600 -0.2918
H -1.8021 5.0690 2.4092
H -7.7091 4.7010 -0.1818
H 6.0229 -2.9050 -2.1688
H 2.3839 -3.1160 4.4112
H -4.2071 0.5880 1.7642
H -1.0621 -3.7800 0.7822
H -4.9461 -2.0240 1.2632
H -1.3221 2.5300 -1.7468
H -0.6901 -7.3790 -4.2368
H -3.1811 0.4350 0.1132
H -0.9551 2.6390 4.9492
H -0.2831 1.2640 -5.9678
H -1.0601 3.9500 -3.1368
H 0.1029 4.7630 -3.9348
H 1.6069 0.2010 -1.7288
H -6.8281 4.7640 1.2152
H 0.8629 3.8900 -6.4948
H 1.6599 2.4940 -5.9518
H -2.2951 -7.6400 1.6252
H -2.9081 -1.0930 3.3522
H 2.0989 1.0060 4.9442
H -2.5741 0.6190 -5.2298
H -1.0241 2.5730 3.3362
H 3.8139 -0.4900 -0.1568
H -2.5011 -6.0350 1.0972
H 4.5109 -1.6320 2.7022
H 0.2309 -3.4400 1.2792
H -1.6391 2.6240 -6.1018
H 1.7629 -0.5950 5.2352
H -1.1701 0.8510 -0.8798
H -4.5161 -1.0430 3.6032
H 4.0029 2.0640 -3.3978
H 7.3439 -1.7920 -2.5598
H 4.4619 1.8310 -4.9608
H -3.6941 -1.7690 4.9132
H 1.5019 -2.9140 2.9492
H -1.7571 -6.2580 -3.7198
H -3.1731 3.9170 -3.1938
H 0.5859 -0.9630 -2.0288
H 4.2299 0.4940 -3.9888
H 5.8149 0.4610 6.2332
H 6.5759 -1.8790 -0.9018
H -4.7391 2.9780 -3.5248
H 4.6869 0.3370 0.8332
H -3.1251 -2.0140 1.4152
H 0.1009 3.7550 4.1522
H -3.8911 -3.5880 1.1812
H 1.7779 -4.6570 3.5102
H 2.1929 3.7040 -4.9318
H -2.8151 1.4380 1.5392
H 5.4869 -2.8120 2.3302
H 4.6309 1.7710 6.2882
H -7.3161 3.2030 0.3892
H 1.7179 -0.3260 -3.1738
H -0.9401 -6.6170 1.9352
H -4.6101 4.3570 -2.8848
H -0.2311 1.7940 -0.7028
H -3.1431 5.5860 3.3062
H -1.5851 6.2150 3.4472
H -1.9731 -7.7460 -2.8628
H -2.7201 1.9130 -4.1098
H 2.4279 -0.2850 3.7442
H -0.5971 -0.3440 -4.2668
H -1.7221 -0.2160 -3.1648
H 5.2439 1.4080 4.7632
H 3.2009 1.0580 0.6712
H -1.0631 4.5670 -4.7568

=====

[2]
11
Properties=species:S:1:pos:R:3 method="wB97M-V/def2-TZVPD" total_energy_ev=-6736.063 homo_energy_ev=-14.75 orbital_gap_ha=0.320 de_lowest_kcal_mol=44.14 charge=+1
O 0.5635 -0.6012 -1.3805
N -0.3758 0.7304 0.0946
C -0.5989 0.1202 -1.1151
C 0.4014 -0.1076 0.8876
C 1.2352 -0.5431 -0.2855
H 0.0807 -1.1635 1.1875
H -0.7096 0.8371 -2.0000
H -0.8849 1.6146 0.3400
H -1.4708 -0.6881 -1.1611
H 2.1987 -1.0196 -0.3431
H 1.0632 0.3950 1.6777

=====

[3]
29
Properties=species:S:1:pos:R:3 method="wB97M-V/def2-TZVPD" total_energy_ev=-20382.403 homo_energy_ev=-13.64 orbital_gap_ha=0.324 charge=+1
F -3.7227 0.3718 2.3308
O -0.0755 -0.0510 -1.5440
O 1.1329 -1.8249 -0.8252
N -1.9459 1.7409 2.4840
N -0.6664 1.8984 2.3165
C 0.3010 1.0751 1.8483
C -1.5514 -0.4829 1.6125
C 1.7718 1.5300 1.7865
C -2.4218 0.5536 2.1539
C -0.7471 -0.8704 -3.6433
C 0.3782 -1.3315 -1.6231
C -1.0446 0.1759 -2.5893
C 2.7864 0.3443 1.9883
C -0.2346 -2.0327 -2.8094
C -0.1363 -0.2798 1.4358
H 0.0465 -0.5157 -4.3043
H 1.9440 2.2818 2.5963
H -1.6104 -1.1170 -4.2592
H -1.9986 -1.4546 1.3298
H -1.0469 -2.6738 -2.4606
H 0.5721 -1.0359 1.0400
H -0.3200 2.8182 2.6022
H 1.9531 2.0537 0.8240
H 2.3159 -0.4576 2.6018
H 3.1307 -0.0550 1.0085
H 3.6585 0.7016 2.5809
H -0.9339 1.1881 -2.9743
H 0.5109 -2.6174 -3.3431
H -2.0458 0.0666 -2.1642

=====

[4]
23
Properties=species:S:1:pos:R:3 method="wB97M-V/def2-TZVPD" total_energy_ev=-9538.987 homo_energy_ev=-10.84 orbital_gap_ha=0.406 de_lowest_kcal_mol=19.45 charge=0
O -4.5234 -3.8025 -0.1091
O -3.0228 0.1376 2.4295
C 1.5848 -0.2021 -0.4897
C 1.7816 -1.4295 -1.4060
C 1.8997 2.3936 -0.6342
C 2.4607 1.0177 -0.9394
C 1.3431 2.5888 0.7848
H 0.9577 -1.5808 -2.1116
H 2.6438 -1.2317 -2.0458
H 2.7948 0.8546 -1.9656
H 1.8535 -2.3503 -0.8482
H -4.4109 -3.0670 0.5074
H 1.8853 -0.4463 0.5256
H 1.0779 1.6553 1.2214
H 0.5491 0.1438 -0.5453
H 3.3911 0.9223 -0.3638
H -4.6501 -3.3607 -0.9560
H 2.1260 2.9852 1.4177
H 2.6956 3.1058 -0.8587
H 0.4662 3.2304 0.7699
H -2.1585 -0.2804 2.3528
H -3.5523 -0.3449 1.7849
H 1.1312 2.6891 -1.3448